No. 1
ORCA calculation (ωB97M-V/def2-TZVPD) on a structure of composition C50H51AsIN3O2S4Tc in a non-equilibrium geometry.

Each line ends with the Mulliken charge.
Element x y z (Å)
Tc -0.03502 -1.03120 -0.36157  -1.098
S 0.32384 -5.91419 1.18332  -0.539
As -1.77852 -5.99581 1.68051  0.168
S -2.06094 -3.47318 2.29630  -0.345
S -1.69055 -2.80358 0.41987  0.687
S -2.92382 -6.08118 -0.11228  -0.580
C -5.73723 -1.42425 -1.14102  -0.561
C -4.94947 -2.28910 -1.88577  -1.002
C -3.70887 -2.69022 -1.40443  -0.419
C -3.26321 -2.21121 -0.18191  0.201
C -4.05342 -1.35528 0.57460  -0.088
C -5.28881 -0.96103 0.09211  -0.671
H -6.71091 -1.12444 -1.50980  0.356
H -5.30713 -2.67599 -2.83226  0.411
H -3.11035 -3.41547 -1.94212  0.726
H -3.69697 -1.01851 1.53995  0.181
H -5.90709 -0.29222 0.67814  0.403
I -1.29705 -1.31233 -4.05377  0.150
C -0.42354 -2.94826 -3.10027  -0.339
C -0.49738 -4.14741 -3.78310  -0.663
C 0.04947 -5.27673 -3.19752  -0.618
C 0.63616 -5.15298 -1.95649  -0.774
C 0.64264 -3.91513 -1.34349  0.458
N 0.13088 -2.79564 -1.89297  0.891
H -0.98443 -4.18659 -4.74582  0.494
H -0.02886 -6.24054 -3.68255  0.386
H 1.05186 -5.99838 -1.43170  0.490
H 1.03388 -3.82054 -0.34592  -0.561
C -4.31965 3.99810 1.12617  -1.954
C -3.59342 2.88631 0.40805  0.291
C -3.95541 2.53862 -0.88753  -1.166
C -3.25908 1.51425 -1.52592  0.684
C -3.64582 1.14026 -2.93335  -1.205
C -2.23702 0.86157 -0.85966  0.632
C -1.78743 1.19686 0.45708  1.225
C -2.54479 2.25307 1.04816  -0.718
N -0.72560 0.52637 0.97286  0.808
C -0.22088 0.63785 2.37084  2.450
C 1.25988 1.05116 2.33021  0.219
C 1.90707 1.01920 3.71714  0.506
C 1.19831 2.02446 4.62465  -1.583
C -0.27896 1.64207 4.71123  0.211
C -0.41159 0.25685 5.33921  -1.629
C 0.29954 -0.75198 4.44012  0.212
C 1.78203 -0.38549 4.31572  -1.181
C -0.34974 -0.72645 3.05767  -0.932
C -0.90598 1.65642 3.30740  -2.416
H -5.25367 4.24625 0.62129  0.438
H -3.71209 4.90702 1.16612  0.280
H -4.55204 3.71412 2.15359  0.360
H -4.77948 3.03516 -1.38789  0.260
H -4.43881 1.79527 -3.29630  0.431
H -4.00455 0.11073 -2.98212  0.128
H -2.79548 1.22547 -3.61657  -0.050
H -1.76888 0.04832 -1.41477  -0.665
H -2.30998 2.62703 2.02570  0.672
H 1.33173 2.05175 1.89940  -0.786
H 1.78947 0.38041 1.66745  -0.607
H 2.96632 1.28581 3.62311  0.368
H 1.30135 3.03660 4.21543  0.473
H 1.64739 2.02272 5.62380  0.586
H -0.81261 2.37625 5.32455  0.311
H -1.46782 -0.01377 5.43223  0.529
H 0.01998 0.25632 6.34650  0.636
H 0.19666 -1.75940 4.85156  0.332
H 2.28973 -1.11111 3.67364  0.241
H 2.26633 -0.41960 5.29817  0.620
H -1.40754 -0.97704 3.13760  0.287
H 0.10907 -1.49106 2.43629  -0.385
H -0.78937 2.66767 2.90726  0.217
H -1.96926 1.42527 3.40135  0.734
C 4.31265 2.78594 -2.27129  -1.071
O 2.91140 2.73006 -2.45572  -0.226
C 2.11148 3.24688 -1.49082  0.954
C 2.59086 3.73868 -0.28405  -0.401
C 1.73763 4.37521 0.60577  -0.923
C 0.39616 4.51677 0.30320  -0.375
C -0.09316 3.99466 -0.88148  -0.844
C 0.74156 3.34269 -1.77398  0.446
N 0.17548 2.96823 -3.01428  0.223
C 0.60384 2.16005 -3.97520  -1.178
C 1.43860 1.05109 -3.89020  1.037
C 2.16443 0.67922 -5.05826  -0.883
C 3.01885 -0.37496 -5.05566  -1.237
C 3.16000 -1.13789 -3.86540  -0.811
C 2.43466 -0.87105 -2.74673  -0.725
C 1.50968 0.22164 -2.70667  1.957
O 0.69005 0.39862 -1.75363  -0.353
H 4.74729 2.43803 -3.20466  0.270
H 4.63276 2.12753 -1.45958  0.304
H 4.64438 3.80627 -2.06492  0.420
H 3.63790 3.63996 -0.03862  0.467
H 2.13514 4.76653 1.53353  0.319
H -0.27837 5.01493 0.98477  0.289
H -1.14520 4.09664 -1.12794  0.209
H -0.71124 3.42301 -3.18890  0.410
H 0.23591 2.43525 -4.96170  0.429
H 2.05228 1.29097 -5.94698  0.419
H 3.57889 -0.63694 -5.94243  0.401
H 3.84181 -1.98033 -3.85577  0.495
H 2.50735 -1.50143 -1.87201  0.274
C 1.43577 -1.49998 0.33272  -0.297
C 2.73583 -1.86859 0.83121  1.504
C 2.93178 -3.13167 1.39762  0.074
C 4.20294 -3.51183 1.79835  -0.922
C 5.27450 -2.64230 1.64770  -0.588
C 5.07812 -1.37761 1.10174  -0.986
C 3.81478 -0.98751 0.69645  0.121
H 2.08797 -3.80642 1.52432  0.246
H 4.35236 -4.49207 2.23146  0.473
H 6.26584 -2.94789 1.95755  0.378
H 5.91430 -0.69846 0.99121  0.438
H 3.63964 -0.01025 0.26179  0.657

Summary:
Calculated total energy, eV: -175723.2890
Energy above the lowest of the compared OMol25 structures with the same formula, charge and spin, kcal/mol: 0.0
HOMO level, eV: -2.97
Charge: -1
Frontier orbital gap, eV: 3.57

No. 2
ORCA calculation (ωB97M-V/def2-TZVPD) on a structure of composition C50H52BrN4O5PbSbSi.

Each line ends with the Mulliken charge.
Element x y z (Å)
Pb 0.34628 -0.17749 1.09928  0.998
O -3.76137 4.99985 4.75019  -0.743
C -4.13501 3.81399 4.67047  0.336
O -5.22437 3.28866 4.96576  -0.741
C -3.05873 2.82912 4.14220  -0.774
C -1.79250 3.27614 3.79540  -1.094
C -0.84691 2.35955 3.35322  1.175
N -1.11132 1.06058 3.22321  0.316
C -2.32570 0.62030 3.55519  1.408
C -3.32065 1.47395 4.01978  -0.880
C -2.54235 -0.85031 3.42217  -0.793
C -3.54113 -1.51142 4.12965  -0.682
C -3.65100 -2.88610 3.99201  -0.866
C -2.75419 -3.55852 3.17977  -0.987
C -1.78104 -2.82299 2.51333  -0.847
N -1.69983 -1.49927 2.61878  1.085
C 0.55173 2.76731 3.03775  -0.205
C 1.10755 3.92250 3.58142  -0.681
C 2.42742 4.22989 3.30325  -0.704
C 3.16346 3.37913 2.49642  -0.969
C 2.53564 2.25539 1.98718  -0.909
N 1.26506 1.95957 2.24854  0.873
H -1.59366 4.33579 3.87723  0.561
H -4.31222 1.12912 4.27796  0.522
H -4.20306 -0.96214 4.78410  0.492
H -4.42208 -3.42514 4.52981  0.391
H -2.79026 -4.63310 3.05895  0.515
H -1.03482 -3.31248 1.89063  0.910
H 0.51176 4.55195 4.22641  0.476
H 2.87612 5.12524 3.71581  0.393
H 4.19283 3.58625 2.24002  0.474
H 3.04232 1.56960 1.31859  0.872
Br 1.28924 -1.34953 4.87070  -0.153
C 2.28080 -2.31904 3.54792  0.038
C 3.62901 -2.03199 3.40917  -0.284
C 4.31503 -2.75345 2.44442  -0.342
C 3.63476 -3.69405 1.69103  -0.665
C 2.26915 -3.86632 1.89152  0.497
N 1.60579 -3.17653 2.82787  -0.051
C 1.47917 -4.82114 0.97175  -0.089
O 2.14211 -5.76106 0.49951  -0.817
O 0.29367 -4.49258 0.75939  -0.322
H 4.10269 -1.27892 4.02144  0.417
H 5.37138 -2.57154 2.28314  0.407
H 4.11375 -4.29793 0.93395  0.473
C -2.46190 -5.93798 -0.03684  -1.043
C -1.87592 -5.28353 -1.28353  -1.014
Sb -2.00089 -3.13418 -1.17014  0.336
C -4.18004 -3.09845 -1.12990  -0.691
C -4.90350 -3.93162 -2.18047  -1.250
C -1.81128 -2.72014 -3.30983  -0.339
C -1.84340 -3.90479 -4.26956  -1.426
H -2.41040 -7.02889 -0.10373  0.456
H -3.51049 -5.66542 0.11806  0.287
H -1.88361 -5.63686 0.83678  0.070
H -2.37476 -5.63070 -2.19007  0.579
H -0.81237 -5.51295 -1.34469  0.570
H -4.47370 -2.04896 -1.20095  0.429
H -4.45422 -3.42124 -0.12151  0.463
H -4.67320 -3.58131 -3.18865  0.237
H -5.99079 -3.88019 -2.05942  0.431
H -4.61717 -4.98390 -2.12465  0.251
H -0.86498 -2.18679 -3.41474  0.094
H -2.60036 -1.99982 -3.54712  0.397
H -1.03834 -4.60878 -4.05234  0.314
H -1.72396 -3.57936 -5.30836  0.357
H -2.78121 -4.45784 -4.20313  0.268
O 1.93179 0.59645 -0.50932  0.672
Si 2.40853 1.53642 -1.68590  -1.006
C 4.04101 0.90525 -2.41465  0.297
C 4.65572 1.47866 -3.52989  -0.263
C 5.85443 0.98718 -4.02754  -0.731
C 6.46335 -0.10206 -3.41595  -0.418
C 5.86475 -0.69360 -2.31289  -0.588
C 4.66587 -0.19147 -1.81983  -0.761
C 2.74453 3.32639 -1.13314  0.710
C 4.03269 3.84328 -0.98485  -0.339
C 4.24986 5.12132 -0.48065  -0.806
C 3.17362 5.91280 -0.10808  -0.394
C 1.88112 5.42297 -0.25017  -0.906
C 1.67583 4.14941 -0.75950  -0.101
C 1.20302 1.67193 -3.13730  0.942
C 1.09209 2.81636 -3.92848  -0.301
C 0.21338 2.87075 -5.00405  -0.713
C -0.57918 1.77349 -5.30669  -0.612
C -0.48774 0.62406 -4.53182  -0.162
C 0.39543 0.57919 -3.46297  -0.532
H 4.18577 2.32464 -4.02318  0.350
H 6.31318 1.44793 -4.89517  0.363
H 7.39693 -0.49211 -3.80492  0.352
H 6.32738 -1.55136 -1.83897  0.397
H 4.18774 -0.65712 -0.96485  0.502
H 4.88597 3.23368 -1.26304  0.298
H 5.26167 5.49708 -0.37420  0.373
H 3.33878 6.90631 0.29276  0.378
H 1.03314 6.03013 0.04382  0.436
H 0.66036 3.78009 -0.86227  0.404
H 1.69114 3.68985 -3.69199  0.357
H 0.13907 3.77451 -5.59828  0.378
H -1.27392 1.81487 -6.13735  0.377
H -1.11329 -0.23245 -4.75289  0.362
H 0.45152 -0.31479 -2.84948  0.160
C -3.39760 0.32585 -0.04525  -1.145
C -2.52288 1.54800 0.21201  2.503
C -3.01718 2.72383 -0.63655  -1.956
C -1.05586 1.25130 -0.07654  -0.625
H -4.44971 0.52739 0.17609  0.454
H -3.07553 -0.52638 0.55540  0.052
H -3.32178 0.03436 -1.09950  0.180
H -2.64460 1.83976 1.25930  -0.918
H -2.91198 2.49113 -1.70124  0.345
H -2.43125 3.62248 -0.42994  0.409
H -4.06816 2.95252 -0.43435  0.467
H -0.47022 2.17593 -0.01340  -0.391
H -0.95678 0.90664 -1.11389  0.343

Summary:
Calculated total energy, eV: -158603.3581
Energy above the lowest of the compared OMol25 structures with the same formula, charge and spin, kcal/mol: 0.0
HOMO level, eV: -2.96
Charge: -2
Frontier orbital gap, eV: 6.82